Density functional theory data (ωB97M-V with the def2-TZVPD basis set) for 2 unconnected molecules or ions with the total composition C3H8O2S.

Last column: Mulliken charge in e.
Atoms and positions in Å:
C1 -1.14 1.04 0.14  -0.930
C2 0.39 -0.15 1.90  -0.833
C3 0.14 0.82 0.82  -0.271
O1 0.59 -2.28 -2.74  -0.373
O2 0.68 -0.68 -2.46  -0.166
S1 1.71 -0.28 -1.35  0.120
H1 -1.11 1.63 -0.85  0.272
H2 -1.79 0.17 -0.07  0.296
H3 -1.84 1.83 0.64  0.301
H4 -0.20 0.03 2.91  0.288
H5 1.43 -0.06 2.11  0.304
H6 0.10 -1.31 1.74  0.258
H7 0.81 1.64 0.84  0.428
H8 0.24 -2.39 -3.62  0.306

## Properties
- relative energy (zero: lowest compared OMol25 entry of this formula, charge and spin) (eV) = 6.823
- 2S+1 = 1
- frontier orbital gap (alpha / beta) (eV) = 8.703 / 6.738

---

Density functional theory data (ωB97M-V with the def2-TZVPD basis set) for a molecular structure, C27H31BN11OPtSSe.

Last column: Mulliken spin population.
Atoms and positions in Å:
Pt1 0.00 -0.12 0.46  0.621
C1 0.25 -2.07 3.66  0.004
C2 -0.01 -0.60 3.68  0.002
C3 -0.24 0.20 4.81  0.008
C4 -0.43 1.48 4.32  -0.007
N1 -0.30 1.46 2.99  -0.043
N2 -0.05 0.18 2.60  0.202
B1 -0.56 2.61 1.97  -0.015
N3 0.68 2.77 1.01  0.002
C5 1.20 3.92 0.55  0.004
C6 1.93 3.65 -0.59  -0.001
C7 1.78 2.27 -0.81  0.000
C8 2.20 1.46 -1.98  0.002
N4 1.05 1.76 0.18  0.004
N5 -1.75 2.19 1.06  -0.027
C9 -2.93 2.77 0.80  0.000
C10 -3.56 2.08 -0.21  0.002
C11 -2.70 1.04 -0.56  0.006
C12 -2.86 0.01 -1.62  0.002
N6 -1.61 1.12 0.22  0.123
N7 -0.74 3.89 2.73  0.001
C13 0.21 4.49 3.51  0.000
C14 -0.36 5.58 4.09  0.000
C15 -1.69 5.60 3.62  0.000
C16 -2.77 6.58 3.93  0.000
N8 -1.91 4.58 2.81  0.000
H1 -0.50 -2.59 4.26  0.000
H2 1.22 -2.29 4.10  -0.001
H3 0.23 -2.48 2.66  0.000
H4 -0.28 -0.12 5.83  0.001
H5 -0.65 2.40 4.84  0.000
H6 1.00 4.85 1.04  0.000
H7 2.45 4.35 -1.22  0.000
H8 3.18 1.77 -2.36  0.000
H9 1.49 1.61 -2.80  0.003
H10 2.22 0.39 -1.76  0.005
H11 -3.22 3.66 1.34  0.000
H12 -4.52 2.30 -0.66  0.001
H13 -2.97 0.49 -2.59  0.001
H14 -3.75 -0.59 -1.45  -0.002
H15 -2.00 -0.66 -1.68  0.006
H16 1.21 4.08 3.60  0.000
H17 0.11 6.28 4.77  0.000
H18 -2.41 7.34 4.62  0.000
H19 -3.63 6.08 4.39  0.000
H20 -3.12 7.07 3.02  0.000
Se1 1.85 -2.95 -1.84  0.034
C17 2.19 -4.68 -1.21  0.000
C18 3.48 -5.19 -1.38  -0.001
C19 3.73 -6.47 -0.92  0.000
N9 2.80 -7.23 -0.34  0.001
C20 1.57 -6.74 -0.20  -0.001
C21 1.20 -5.47 -0.62  0.002
H21 4.26 -4.61 -1.85  0.000
H22 4.72 -6.91 -1.03  0.000
H23 0.85 -7.39 0.26  0.000
H24 0.19 -5.12 -0.49  0.000
S1 1.85 -1.61 0.57  0.004
C22 3.30 -0.65 0.35  0.004
N10 3.46 0.48 1.08  0.001
C23 4.57 1.22 1.01  0.000
C24 5.60 0.80 0.21  0.000
C25 5.40 -0.39 -0.49  0.000
N11 4.27 -1.09 -0.43  0.001
H25 2.66 0.80 1.63  0.002
H26 4.59 2.13 1.60  0.000
H27 6.52 1.36 0.13  0.000
H28 6.17 -0.79 -1.13  0.000
C26 -2.43 -1.68 1.46  0.020
C27 -1.22 -1.73 0.56  0.013
O1 -0.96 -2.67 -0.12  0.019
H29 -3.15 -2.44 1.13  -0.003
H30 -2.89 -0.70 1.48  -0.001
H31 -2.12 -1.91 2.47  0.001

## Properties
- total charge = +2
- expectation value of S² = 0.7604
- relative energy (zero: lowest compared OMol25 entry of this formula, charge and spin) (eV) = 0.733
- 2S+1 = 2
- frontier orbital gap (alpha / beta) (eV) = 5.355 / 5.358

---

Density functional theory data (ωB97M-V with the def2-TZVPD basis set) for 3 unconnected molecules or ions with the total composition C32H26N2O6.

Last column: Mulliken charge in e.
Atoms and positions in Å:
O1 -3.01 0.34 0.42  -0.681
C1 -2.96 -0.80 0.82  0.529
C2 -4.21 -1.57 1.09  0.169
C3 -5.44 -0.97 0.85  -0.542
C4 -6.61 -1.67 1.07  -0.489
C5 -6.56 -2.99 1.53  -0.466
C6 -5.34 -3.59 1.77  -0.555
C7 -4.16 -2.89 1.56  0.194
C8 -2.86 -3.56 1.84  0.598
O2 -2.82 -4.68 2.29  -0.666
C9 -1.61 -2.80 1.55  0.285
C10 -0.38 -3.41 1.78  -0.568
C11 0.79 -2.73 1.50  -0.799
C12 0.74 -1.43 1.00  -0.304
C13 -0.48 -0.82 0.78  -0.207
C14 -1.66 -1.49 1.06  -0.093
H1 -5.46 0.05 0.49  0.482
H2 -7.57 -1.20 0.88  0.399
H3 -7.48 -3.54 1.69  0.400
H4 -5.29 -4.61 2.13  0.473
H5 -0.36 -4.41 2.17  0.484
H6 1.75 -3.20 1.68  0.407
H7 1.65 -0.89 0.78  0.374
H8 -0.52 0.19 0.39  0.576
O3 1.45 -0.56 -6.17  -0.661
C15 2.27 -0.77 -5.30  0.619
C16 2.16 -0.14 -3.96  0.199
C17 1.08 0.69 -3.69  -0.718
C18 0.95 1.27 -2.44  -0.605
C19 1.90 1.03 -1.45  -0.206
C20 2.98 0.21 -1.72  -0.910
C21 3.12 -0.37 -2.97  0.314
C22 4.30 -1.24 -3.23  0.562
O4 5.15 -1.42 -2.39  -0.662
C23 4.40 -1.90 -4.57  0.192
C24 5.47 -2.74 -4.83  -0.563
C25 5.57 -3.37 -6.06  -0.476
C26 4.60 -3.17 -7.03  -0.476
C27 3.53 -2.32 -6.78  -0.561
C28 3.43 -1.68 -5.55  0.176
H9 0.35 0.87 -4.47  0.479
H10 0.10 1.91 -2.23  0.462
H11 1.78 1.47 -0.47  0.546
H12 3.73 0.01 -0.96  0.528
H13 6.22 -2.89 -4.06  0.474
H14 6.41 -4.03 -6.26  0.394
H15 4.67 -3.67 -7.99  0.398
H16 2.77 -2.15 -7.53  0.475
N1 -2.40 5.34 5.68  -0.573
C29 -1.32 5.60 4.73  -0.577
C30 -1.35 4.62 3.55  -0.392
C31 -0.65 3.29 3.86  -0.750
O5 -0.06 2.68 2.70  -0.171
C32 1.30 2.74 2.67  0.407
N2 1.85 4.04 2.55  -0.470
O6 1.97 1.75 2.70  -0.522
H17 -2.14 4.69 6.40  0.206
H18 -2.74 6.19 6.11  0.212
H19 -1.42 6.62 4.36  0.413
H20 -0.33 5.53 5.22  0.272
H21 -2.41 4.41 3.35  0.299
H22 -0.92 5.06 2.65  0.346
H23 0.12 3.43 4.63  0.399
H24 -1.37 2.56 4.25  0.347
H25 2.17 4.43 3.43  0.267
H26 1.21 4.67 2.09  0.305

## Properties
- SMILES = O=C1c2ccccc2C(=O)c2ccccc21.O=C1c2ccccc2C(=O)c2ccccc21.NCCCOC(N)=O
- 2S+1 = 1
- frontier orbital gap (eV) = 8.710

---

Density functional theory data (ωB97M-V with the def2-TZVPD basis set) for a molecular structure, C13H34N4O9PZn.

Last column: Mulliken charge in e.
Atoms and positions in Å:
Zn1 0.12 -1.38 0.50  0.470
P1 -0.44 -4.41 -0.34  0.733
O1 0.25 -4.11 1.04  -0.416
O2 -0.47 -5.95 0.00  -0.720
O3 0.54 -3.51 -1.09  -0.601
O4 -1.53 -3.49 0.14  -0.506
C1 4.77 -6.23 0.20  0.645
O5 3.89 -6.71 0.88  -0.637
N1 4.56 -5.18 -0.55  -0.374
N2 5.97 -6.67 0.10  -0.393
H1 5.33 -4.83 -1.10  0.126
H2 3.63 -4.79 -0.56  0.236
H3 6.23 -7.50 0.61  0.233
H4 6.54 -6.38 -0.67  0.157
C2 -0.48 4.56 0.71  -0.922
O6 -0.27 3.35 -0.06  -0.059
C3 0.17 3.49 -1.42  -0.544
C4 0.69 2.20 -1.88  -0.910
N3 -0.24 1.03 -1.87  -0.176
C5 -1.61 1.25 -2.40  -0.679
C6 -1.70 1.43 -3.94  -0.601
O7 -0.93 0.49 -4.60  -0.409
C7 -1.56 -0.86 -4.64  -0.670
H5 0.40 5.17 0.94  0.317
H6 -0.93 4.30 1.66  0.226
H7 -1.18 5.27 0.27  0.353
H8 0.96 4.21 -1.59  0.382
H9 -0.70 3.73 -2.03  0.297
H10 1.69 2.02 -1.49  0.400
H11 1.00 2.35 -2.91  0.457
H12 0.11 0.38 -2.55  0.256
H13 -2.07 2.10 -1.89  0.162
H14 -2.12 0.32 -2.15  0.448
H15 -1.27 2.40 -4.17  0.278
H16 -2.73 1.45 -4.30  0.435
H17 -1.38 -1.51 -3.78  0.266
H18 -1.17 -1.40 -5.49  0.258
H19 -2.64 -0.75 -4.72  0.327
C8 3.05 -0.12 1.39  -0.956
O8 1.59 -0.02 1.62  0.080
C9 1.46 0.55 2.95  -0.582
C10 0.03 0.49 3.54  -0.943
N4 -1.00 0.62 2.51  0.231
C11 -2.31 0.63 3.11  -0.767
C12 -3.51 1.03 2.18  -0.677
O9 -3.30 2.43 1.99  -0.256
C13 -4.16 2.99 1.11  -0.833
H20 3.45 -1.00 1.90  0.328
H21 3.55 0.83 1.60  0.358
H22 3.20 -0.19 0.31  0.275
H23 1.84 1.57 2.95  0.397
H24 2.18 0.08 3.63  0.422
H25 -0.07 1.29 4.28  0.387
H26 -0.12 -0.45 4.07  0.480
H27 -1.14 1.57 2.20  -0.265
H28 -2.32 1.33 3.95  0.333
H29 -2.53 -0.38 3.47  0.438
H30 -4.54 0.97 2.54  0.472
H31 -3.54 0.56 1.20  0.324
H32 -3.87 4.03 0.93  0.210
H33 -5.14 2.87 1.58  0.390
H34 -4.24 2.52 0.13  0.308

## Properties
- total charge = -1
- 2S+1 = 1
- frontier orbital gap (eV) = 4.471

---

Density functional theory data (ωB97M-V with the def2-TZVPD basis set) for 3 unconnected molecules or ions with the total composition C5H14N2O.

Last column: Mulliken charge in e.
Atoms and positions in Å:
C1 1.52 0.28 0.12  -0.078
C2 0.09 1.84 -0.01  -1.196
C3 2.75 1.03 0.52  -1.230
N1 1.57 -0.42 -1.03  -0.405
H1 0.96 -0.24 0.90  0.483
H2 0.74 -0.99 -1.21  0.366
H3 1.95 0.03 -1.85  0.222
H4 2.53 1.73 1.32  0.314
H5 0.22 2.20 1.01  0.294
H6 0.73 2.45 -0.65  0.294
H7 -0.93 2.18 -0.22  0.425
H8 3.18 1.58 -0.32  0.351
H9 3.49 0.31 0.89  0.352
C4 -2.87 -2.08 0.35  -1.107
C5 -1.54 -1.34 0.31  0.796
N2 -1.32 -0.48 -0.71  -0.572
O1 -0.74 -1.46 1.25  -0.683
H10 -0.65 0.54 -0.44  0.302
H11 -2.08 -0.38 -1.37  0.162
H12 -2.72 -3.05 0.82  0.316
H13 -3.57 -1.51 0.96  0.250
H14 -3.30 -2.22 -0.64  0.344

## Properties
- relative energy (zero: lowest compared OMol25 entry of this formula, charge and spin) (eV) = 3.428
- 2S+1 = 1
- frontier orbital gap (eV) = 9.302